1.
{
  "formula": "C4H13N5",
  "method": "ωB97M-V/def2-TZVPD",
  "elements": ["C", "N", "C", "N", "N", "N", "H", "H", "H", "H", "H", "H", "H", "H", "C", "C", "N", "H", "H", "H", "H", "H"],
  "positions_angstrom": [[-1.82057, -0.55189, -1.46376], [-0.66939, 0.60526, 0.39358], [-1.02210, -0.65037, -0.18867], [-0.94769, 1.79300, -0.28768], [-0.38181, 0.69845, 1.77755], [-0.99938, -1.62983, 0.64584], [-0.89306, 2.59632, 0.33260], [-0.20533, 1.93532, -0.97946], [-1.25689, 0.84408, 2.27887], [-0.05724, -0.23381, 2.04276], [-1.34406, -2.49729, 0.24927], [-1.23096, -0.06621, -2.24065], [-2.10089, -1.54967, -1.79621], [-2.72226, 0.03668, -1.30654], [2.24757, -0.85098, 0.54634], [1.61652, 0.07374, -0.44146], [1.93079, 1.26261, -0.71426], [1.80618, 1.99859, -0.02213], [0.89833, -0.52267, -1.17837], [3.02490, -1.43493, 0.05810], [2.64329, -0.30374, 1.40104], [1.48406, -1.55264, 0.89321]],
  "smiles": "[H]/N=C(\\C)N(N)N.[H]/N=C\\C",
  "e_homo_ev": -8.03,
  "charge": 0
}

2.
{
  "formula": "C6H7IO2",
  "method": "ωB97M-V/def2-TZVPD",
  "elements": ["C", "C", "C", "C", "C", "C", "O", "O", "I", "H", "H", "H", "H", "H", "H", "H"],
  "positions_angstrom": [[0.08322, -0.09988, 0.08022], [-1.10887, 1.30151, -1.07329], [0.32056, 1.22985, 0.81064], [-0.84379, 2.00701, 0.28322], [0.64933, -1.27629, 0.23525], [0.55923, -2.51868, -0.48702], [-0.76499, -0.02259, -1.00689], [-1.65152, 1.76939, -2.02287], [1.79665, -1.47193, 2.05894], [0.28929, 1.09491, 1.95729], [1.30444, 1.70727, 0.45923], [-0.62040, 3.00582, 0.10958], [-1.65325, 1.86067, 0.87228], [-0.43921, -2.63318, -1.02910], [0.78700, -3.57783, 0.04492], [1.29229, -2.37606, -1.29241]],
  "smiles": "C/C(I)=C1/CCC(=O)O1",
  "e_homo_ev": -8.83,
  "charge": 0
}

3.
{
  "formula": "C25H42BBr13F5NNbO",
  "method": "ωB97M-V/def2-TZVPD",
  "elements": ["C", "C", "Nb", "B", "N", "O", "C", "Br", "C", "C", "C", "F", "F", "C", "C", "C", "C", "C", "C", "F", "F", "F", "C", "H", "H", "H", "H", "H", "H", "H", "H", "H", "H", "H", "H", "H", "H", "H", "H", "H", "H", "Br", "C", "C", "Br", "H", "H", "H", "H", "Br", "C", "C", "Br", "H", "H", "H", "H", "Br", "C", "C", "Br", "H", "H", "H", "H", "Br", "C", "C", "Br", "H", "H", "H", "H", "Br", "C", "C", "Br", "H", "H", "H", "H", "Br", "C", "C", "Br", "H", "H", "H", "H"],
  "positions_angstrom": [[3.71856, 1.81803, 2.12763], [2.99247, 2.27521, 1.10530], [2.52959, 1.09475, -0.76810], [4.51530, -0.15210, -0.47451], [4.63695, -1.43864, 0.23171], [5.68731, 0.37054, -1.01844], [2.03052, 0.25339, -2.81544], [0.18396, -0.44066, -2.89565], [3.05999, -0.73385, -3.36159], [2.77371, -1.21594, -4.79913], [1.30847, -0.53670, 0.40614], [1.82281, -0.67364, 1.70777], [1.40361, -1.81185, -0.12816], [-0.15060, -0.22921, 0.63083], [-1.14186, -1.15016, 0.31160], [-2.48437, -0.83940, 0.48517], [-2.87822, 0.39421, 0.98159], [-1.88637, 1.31294, 1.33566], [-2.23424, 2.65995, 1.87884], [-2.35567, 2.66301, 3.22435], [-3.37070, 3.14930, 1.37236], [-1.29301, 3.57412, 1.60064], [-0.54639, 0.99629, 1.15876], [4.43744, 1.01119, 2.06470], [3.55895, 2.23449, 3.12012], [2.58718, 3.28015, 1.20480], [1.06421, 2.23316, -0.90984], [3.47298, 2.32737, -1.74003], [5.41933, -1.94588, -0.18274], [4.88940, -1.22445, 1.19164], [5.49901, 1.30350, -1.17567], [2.01631, 1.08554, -3.51750], [3.99112, -0.17167, -3.42072], [3.16238, -1.61893, -2.73548], [3.27880, -2.16236, -4.98390], [3.14877, -0.47040, -5.50029], [1.71255, -1.35313, -4.98886], [-0.88896, -2.11980, -0.08416], [-3.24855, -1.54988, 0.20804], [-3.92765, 0.67139, 1.11444], [0.21200, 1.71668, 1.43162], [1.86455, -4.40484, -3.08606], [1.14984, -4.93282, -1.35982], [-0.21066, -5.56297, -1.49098], [-1.60029, -4.23608, -1.81730], [1.14687, -4.03978, -0.74003], [1.86128, -5.65101, -0.95776], [-0.49226, -6.05175, -0.56008], [-0.26333, -6.27733, -2.30787], [1.79386, 5.34962, 6.79941], [0.44504, 4.87753, 5.47428], [0.03975, 3.43241, 5.57653], [1.38135, 2.25515, 4.81313], [0.85909, 5.12646, 4.50265], [-0.40172, 5.52685, 5.68622], [-0.86046, 3.25373, 4.99546], [-0.11953, 3.11193, 6.60120], [-5.84506, -0.37524, 0.24048], [-7.27615, -0.80352, -1.00382], [-7.65738, -2.25849, -0.93205], [-6.34659, -3.38836, -1.82187], [-6.93151, -0.50599, -1.98874], [-8.11591, -0.17692, -0.70997], [-8.59427, -2.43469, -1.45640], [-7.73979, -2.61770, 0.08835], [4.67901, 4.11264, 0.02863], [6.07613, 5.28798, -0.67413], [7.38939, 4.56248, -0.79624], [8.25560, 4.33986, 0.93503], [6.13662, 6.15165, -0.01852], [5.72897, 5.60316, -1.65734], [8.09466, 5.13629, -1.39411], [7.28070, 3.56912, -1.22038], [-1.24427, -8.19809, -5.32434], [-1.78296, -9.66084, -4.16479], [-1.40183, -9.39779, -2.73193], [0.49968, -9.67075, -2.42595], [-1.33157, -10.56308, -4.56387], [-2.86483, -9.72352, -4.26000], [-1.90394, -10.09913, -2.06923], [-1.62645, -8.38215, -2.42173], [-7.69281, 6.59063, 2.08182], [-6.47523, 5.95623, 3.46208], [-5.49363, 4.94966, 2.92519], [-6.31273, 3.20841, 2.66547], [-7.09021, 5.55573, 4.26096], [-5.95437, 6.84402, 3.81399], [-4.69085, 4.78439, 3.64069], [-5.06888, 5.24034, 1.97022]],
  "e_homo_ev": -4.65,
  "charge": -1
}

4.
{
  "formula": "C4H9N3O",
  "method": "ωB97M-V/def2-TZVPD",
  "elements": ["C", "C", "N", "N", "N", "C", "C", "O", "H", "H", "H", "H", "H", "H", "H", "H", "H"],
  "positions_angstrom": [[-1.12368, -0.08558, -0.52913], [0.39813, -1.09265, 1.11775], [1.00971, 2.19236, -1.41062], [0.48705, -2.11378, 2.02207], [1.36087, -0.27338, 0.86788], [-0.89821, -0.91677, 0.48173], [-1.66179, 0.31508, -1.64650], [0.32032, 1.81086, -0.22053], [0.82210, 3.18871, -1.51682], [0.54024, 1.72053, -2.18533], [2.23014, -0.44861, 1.35603], [-0.31282, -2.67685, 2.24397], [1.28618, -2.18076, 2.62861], [0.91237, 1.07069, 0.23932], [-1.71635, -1.52333, 0.84964], [-1.97984, 1.33651, -1.77997], [-1.67441, -0.32305, -2.51809]],
  "smiles": "[H]/N=C(\\N)C=C=C.NO",
  "e_homo_ev": -8.23,
  "charge": 0
}

Gap between HOMO and LUMO values, unit Ha, following the record order: 0.334 0.339 0.235 0.328.
Lowest unoccupied orbital energy values, unit Ha, following the record order: 0.039 0.015 0.064 0.025.
Energy relative to the best compared isomer or geometry (same formula, charge and spin) values, unit kcal per mole, following the record order: 81.7 4.3 0.0 101.9.